[1]
An isolated ion of composition C5H4NO and charge +1 at a distorted geometry, computed with wB97M-V/def2-TZVPD.

Last column: Mulliken charge in e.
Positions of all 11 atoms, in Å:
O: 2.176 -1.414 -0.049  -0.0351
N: 0.901 1.393 -0.023  -0.0602
C: 2.050 1.222 0.204  -0.1313
C: -1.159 0.265 -0.104  -0.5527
C: -0.491 1.412 -0.167  0.0325
C: -0.329 -1.062 -0.027  -0.2614
C: 1.125 -1.017 -0.028  0.4468
H: -0.501 -2.039 -0.557  0.4110
H: -0.575 -1.236 1.124  0.3458
H: -2.218 0.083 -0.080  0.4083
H: -0.979 2.392 -0.292  0.3962

The total charge is +1. Its HOMO-LUMO gap is 9.941 eV. The energy above the lowest of the compared OMol25 structures with the same formula, charge and spin comes out at 29.9 kcal per mole. Its highest occupied orbital energy is -15.407 eV. For the electronic energy, the calculation gives -8776.009 eV.

---

[2]
C5H4NO4 as an isolated structure at a distorted geometry, computed with wB97M-V/def2-TZVPD.

Last column: Mulliken charge in e.
Positions of all 14 atoms, in Å:
O: 3.483 -0.799 0.239  -0.6856
O: 1.663 -1.680 -0.769  -0.6459
O: 2.484 1.690 0.981  -0.6474
O: 0.247 1.759 -1.680  -0.6155
N: 0.589 -0.209 1.242  -0.5569
C: 0.392 0.941 -0.810  0.2434
C: -0.492 -0.580 0.708  -0.0728
C: 2.330 -0.907 -0.111  0.6031
C: -0.773 0.004 -0.642  -0.3715
C: 1.356 0.459 0.211  0.6276
H: 3.014 0.956 1.271  0.3161
H: -1.244 -1.370 1.142  0.2629
H: -1.720 0.567 -0.522  0.2789
H: -0.962 -0.540 -1.521  0.2636

The total charge is -1. Its HOMO-LUMO gap is 8.679 eV. The energy above the lowest of the compared OMol25 structures with the same formula, charge and spin comes out at 58.0 kcal per mole. Its highest occupied orbital energy is -4.884 eV. For the electronic energy, the calculation gives -14928.821 eV.

---

[3]
C5H4NO4 as an isolated structure at a distorted geometry, computed with wB97M-V/def2-TZVPD.

Last column: Mulliken charge in e.
Positions of all 14 atoms, in Å:
O: 4.618 -1.486 -0.237  -0.5944
O: -2.072 -2.097 1.153  -0.6372
O: 2.862 0.529 0.344  -0.7462
O: -1.949 -1.897 -1.095  -0.4919
N: 0.865 -0.817 0.228  0.2134
C: 3.484 -1.174 -0.061  0.6771
C: 2.274 -0.692 0.156  0.1199
C: 0.038 -1.832 0.139  -0.6189
C: 0.317 0.526 0.480  -0.9315
C: -1.357 -1.861 0.194  0.7655
H: 0.588 0.850 1.486  0.2842
H: 0.747 1.240 -0.223  0.3363
H: -1.247 -1.786 -1.750  0.3162
H: -0.768 0.489 0.384  0.3075

The total charge is -1. Its HOMO-LUMO gap (alpha / beta) is 6.027 / 6.029 eV. The energy above the lowest of the compared OMol25 structures with the same formula, charge and spin comes out at 110.7 kcal per mole. Its highest occupied orbital energy (alpha / beta) is -2.560 / -2.562 eV. For the electronic energy, the calculation gives -14926.532 eV.

---

[4]
C5H4NO4PdS4SbSe as an isolated structure at a distorted geometry, computed with wB97M-V/def2-TZVPD.

Last column: Mulliken charge in e.
Positions of all 21 atoms, in Å:
Sb: -1.083 1.268 -1.330  0.7190
Pd: 0.785 -1.086 0.021  0.0812
Se: 2.857 -1.646 0.975  0.0042
S: 1.479 0.743 -1.067  -0.1792
S: -1.411 2.967 0.048  -0.5928
S: -1.416 -1.092 1.250  1.5558
S: 1.548 -1.431 -2.022  -0.2413
O: -0.757 -2.422 1.095  -0.6076
O: -0.411 -0.183 1.843  -0.5549
O: -2.717 -1.108 1.833  -0.6085
O: -1.487 -0.606 -0.271  -0.5484
N: 6.277 1.139 -0.660  -0.6093
C: 4.723 -0.655 -1.025  0.0067
C: 5.755 1.292 0.554  -0.2758
C: 5.753 0.182 -1.425  -0.2727
C: 4.713 0.520 1.049  -0.2053
C: 4.187 -0.482 0.244  -0.1354
H: 4.332 -1.413 -1.689  0.3746
H: 6.182 0.075 -2.416  0.3541
H: 4.308 0.706 2.034  0.3876
H: 6.184 2.078 1.166  0.3480

The total charge is -1. Its multiplicity is 2. Its HOMO-LUMO gap (alpha / beta) is 5.728 / 6.340 eV. The energy above the lowest of the compared OMol25 structures with the same formula, charge and spin comes out at 15.9 kcal per mole. Its highest occupied orbital energy (alpha / beta) is -5.090 / -5.453 eV. Its expectation value of S² is 0.771. For the electronic energy, the calculation gives -133636.639 eV.

---

[5]
An isolated ion of composition C5H4NO4S and charge -1 at a distorted geometry, computed with wB97M-V/def2-TZVPD.

Last column: Mulliken charge in e.
Positions of all 15 atoms, in Å:
S: 1.386 -1.629 1.573  0.5604
O: -0.790 -0.064 0.815  -0.3980
O: 2.541 -1.275 2.417  -0.6216
O: 1.662 -2.897 0.867  -0.6294
O: -0.218 1.042 -1.088  -0.4183
N: 3.486 0.148 -1.410  -0.6014
C: 1.457 -0.397 -0.033  -0.2283
C: -2.010 0.239 0.188  -0.5094
C: 0.256 0.210 -0.112  0.6419
C: 2.547 -0.051 -0.795  0.2965
C: -1.606 1.343 -0.874  -0.2630
H: -2.126 1.059 -1.778  0.2355
H: -2.599 0.643 0.885  0.2702
H: -2.362 -0.722 -0.050  0.3330
H: -1.622 2.352 -0.604  0.3319

The total charge is -1. Its HOMO-LUMO gap is 6.758 eV. The energy above the lowest of the compared OMol25 structures with the same formula, charge and spin comes out at 37.7 kcal per mole. Its highest occupied orbital energy is -3.781 eV. For the electronic energy, the calculation gives -25763.843 eV.

---

[6]
C5H4NS2 as an isolated structure at a distorted geometry, computed with wB97M-V/def2-TZVPD.

Last column: Mulliken charge in e.
Positions of all 12 atoms, in Å:
S: -1.807 0.400 -1.848  -0.1974
S: 0.998 0.426 -2.883  -0.4352
N: 1.878 -0.230 1.813  -0.7977
C: -1.140 -0.145 0.691  -0.5985
C: -2.188 0.019 -0.150  -0.3693
C: -0.146 0.371 -1.780  0.0558
C: 0.165 -0.058 0.123  0.0699
C: 1.468 0.031 0.531  0.0936
H: 2.878 -0.120 1.762  0.1935
H: -1.326 -0.552 1.655  0.3562
H: -3.136 -0.200 0.221  0.4213
H: 2.356 0.057 -0.136  0.2077

The total charge is -1. Its HOMO-LUMO gap (alpha / beta) is 5.969 / 5.968 eV. The energy above the lowest of the compared OMol25 structures with the same formula, charge and spin comes out at 52.6 kcal per mole. Its highest occupied orbital energy (alpha / beta) is -2.640 / -2.639 eV. For the electronic energy, the calculation gives -28408.594 eV.

---

[7]
An isolated molecule of C5H4O at a distorted geometry, computed with wB97M-V/def2-TZVPD.

Last column: Mulliken charge in e.
Positions of all 10 atoms, in Å:
O: -0.414 -1.169 1.424  -0.5077
C: 0.455 1.560 1.275  -0.5932
C: -0.225 -0.628 0.358  0.2387
C: 0.093 0.820 0.193  -0.2810
C: -0.318 -1.359 -0.916  -0.3519
C: -0.435 -1.894 -2.001  0.2664
H: -0.001 1.275 -0.814  0.2850
H: 0.485 1.157 2.303  0.2665
H: -0.434 -2.343 -2.967  0.4124
H: 0.795 2.581 1.145  0.2648

The total charge is 0. Its HOMO-LUMO gap is 9.945 eV. The energy above the lowest of the compared OMol25 structures with the same formula, charge and spin comes out at 35.0 kcal per mole. Its highest occupied orbital energy is -10.375 eV. For the electronic energy, the calculation gives -7294.190 eV.

---

[8]
A 2-piece molecular cluster, C5H4O2 overall at a distorted geometry, computed with wB97M-V/def2-TZVPD.

Last column: Mulliken charge in e.
Positions of all 11 atoms, in Å:
O: 1.253 -2.146 -0.904  -0.1165
O: 0.545 -0.013 1.192  -0.2536
C: 0.717 0.977 0.282  -0.5323
C: -1.310 0.110 -0.040  -0.2092
C: 2.005 -1.362 -1.234  0.1140
C: -0.690 -0.532 0.980  -0.4191
C: -0.384 1.102 -0.501  -0.2009
H: -0.976 -1.343 1.634  0.3912
H: -2.301 -0.092 -0.422  0.4088
H: -0.525 1.810 -1.306  0.4072
H: 1.666 1.490 0.320  0.4105

The total charge is 0. Its HOMO-LUMO gap is 10.115 eV. The energy above the lowest of the compared OMol25 structures with the same formula, charge and spin comes out at 14.2 kcal per mole. Its highest occupied orbital energy is -8.960 eV. For the electronic energy, the calculation gives -9343.564 eV.

---

[9]
A 2-piece molecular cluster, C5H4O2 overall at a distorted geometry, computed with wB97M-V/def2-TZVPD.

Last column: Mulliken charge in e.
Positions of all 11 atoms, in Å:
O: 0.473 0.815 0.903  -0.2535
O: -2.376 -0.264 1.131  -0.1213
C: 0.773 -0.765 -0.642  -0.2065
C: 0.154 0.371 -1.259  -0.2072
C: -1.808 -1.124 1.609  0.1194
C: 0.939 -0.436 0.664  -0.5391
C: -0.004 1.289 -0.273  -0.4188
H: 1.052 -1.698 -1.111  0.4066
H: 1.344 -0.958 1.517  0.4198
H: -0.418 2.286 -0.244  0.3915
H: -0.130 0.483 -2.296  0.4092

The total charge is 0. Its HOMO-LUMO gap is 10.115 eV. The energy above the lowest of the compared OMol25 structures with the same formula, charge and spin comes out at 14.4 kcal per mole. Its highest occupied orbital energy is -8.962 eV. For the electronic energy, the calculation gives -9343.557 eV.

---

[10]
C5H4O2 as an isolated structure at a distorted geometry, computed with wB97M-V/def2-TZVPD.

Last column: Mulliken charge in e.
Positions of all 11 atoms, in Å:
O: -1.395 0.034 0.353  -0.3803
O: 0.970 -1.784 1.255  -0.5645
C: -0.245 0.382 0.933  0.4335
C: 0.297 0.328 -1.196  -0.2124
C: 0.203 -0.959 0.772  0.3438
C: 0.543 1.023 -0.178  -0.6013
C: -0.701 -0.706 -0.579  -0.2457
H: -1.474 -1.321 -1.048  0.3998
H: -0.098 0.620 2.143  0.3210
H: 0.349 0.617 -2.369  0.2749
H: 1.551 1.766 -0.088  0.2312

The total charge is 0. Its HOMO-LUMO gap is 10.589 eV. The energy above the lowest of the compared OMol25 structures with the same formula, charge and spin comes out at 117.8 kcal per mole. Its highest occupied orbital energy is -9.820 eV. For the electronic energy, the calculation gives -9339.074 eV.

---

[11]
An isolated molecule of C5H4O2 at a distorted geometry, computed with wB97M-V/def2-TZVPD.

Last column: Mulliken charge in e.
Positions of all 11 atoms, in Å:
O: -0.988 -1.699 0.294  -0.4793
O: 0.070 -0.583 2.585  -0.3216
C: -0.174 -1.490 -0.586  -0.0293
C: 0.068 0.985 -0.577  -0.1529
C: -0.038 1.200 0.855  -0.5927
C: 0.059 -0.191 -1.233  -0.2868
C: -0.005 0.224 1.759  0.5799
H: -0.039 2.199 1.273  0.3295
H: 0.255 1.891 -1.152  0.3165
H: 0.481 -2.312 -0.930  0.3206
H: 0.312 -0.224 -2.289  0.3161

The total charge is 0. Its HOMO-LUMO gap is 8.837 eV. The energy above the lowest of the compared OMol25 structures with the same formula, charge and spin comes out at 32.3 kcal per mole. Its highest occupied orbital energy is -8.683 eV. For the electronic energy, the calculation gives -9342.781 eV.

---

[12]
An isolated molecule of C5H4O2 at a distorted geometry, computed with wB97M-V/def2-TZVPD.

Last column: Mulliken charge in e.
Positions of all 11 atoms, in Å:
O: -0.677 2.281 1.056  -0.2411
O: 2.223 1.497 -0.220  -0.5095
C: 1.360 0.692 -0.029  0.5996
C: -0.309 -1.091 0.080  0.0718
C: 1.046 -0.642 0.073  -0.5393
C: -0.178 1.480 0.414  0.2565
C: -1.311 -0.458 -0.586  -0.9446
H: -2.351 -0.721 -0.409  0.2722
H: 1.871 -1.300 0.325  0.3325
H: -0.555 -1.933 0.727  0.3204
H: -1.118 0.196 -1.430  0.3816

The total charge is 0. Its HOMO-LUMO gap is 8.646 eV. The energy above the lowest of the compared OMol25 structures with the same formula, charge and spin comes out at 54.4 kcal per mole. Its highest occupied orbital energy is -8.416 eV. For the electronic energy, the calculation gives -9341.824 eV.

---

Q: Which formula does entry 8 have?
A: C5H4O2